A | C6H7NO3 | ωB97M-V/def2-TZVPD

The calculation puts the HOMO-LUMO gap at 7.48 eV. As for the charge: 0. As for the molecular weight: 141.1 g mol⁻¹. Its SMILES is O=[N+]([O-])\C=C/C=C\C=C\O.

Geometry (Å):
H (1.588, -1.017, -1.799)
N (1.793, -0.483, 0.176)
C (-0.741, 0.978, 0.852)
O (2.960, -0.226, -0.084)
C (-1.265, -1.303, 0.170)
H (0.852, 2.804, 0.322)
C (-0.324, 1.442, -0.333)
C (-0.277, -1.355, -0.876)
H (-0.683, 1.058, -1.275)
H (-1.913, -2.167, 0.233)
C (-1.479, -0.251, 0.981)
H (-2.215, -0.320, 1.769)
C (0.998, -0.920, -0.897)
H (-0.622, -1.836, -1.786)
O (0.481, 2.499, -0.517)
O (1.319, -0.394, 1.297)
H (-0.471, 1.490, 1.766)

=====

B | C6H7NO3 | ωB97M-V/def2-TZVPD

The calculation puts the HOMO-LUMO gap at 8.97 eV. As for the charge: 0. As for the molecular weight: 141.1 g mol⁻¹.

Geometry (Å):
C (-0.026, 0.292, 1.979)
C (-0.719, 0.984, 0.915)
N (0.560, -1.097, -0.001)
C (0.665, -1.039, 1.398)
H (-0.818, -0.035, 2.517)
H (0.130, 0.047, -2.813)
H (1.918, -0.037, -2.052)
C (0.839, 0.287, -2.010)
H (-0.442, 2.060, 0.561)
O (1.034, -1.920, 2.130)
C (-0.004, -0.138, -0.806)
O (-2.349, -0.199, -1.661)
H (0.881, -1.851, -0.471)
O (-1.849, 0.347, 0.462)
H (0.676, 0.918, 2.614)
H (1.037, 1.472, -1.962)
C (-1.534, -0.090, -0.800)

=====

The most stable of them is B.

=====

A | C2H4Cl2S | ωB97M-V/def2-TZVPD

The calculation puts the HOMO-LUMO gap (alpha / beta) at 8.47 / 8.25 eV. As for the charge: 0. As for the molecular weight: 131.0 g mol⁻¹.

Geometry (Å):
S (-1.240, 0.847, -1.629)
H (1.449, -0.999, -0.615)
Cl (-1.693, -1.554, 0.139)
C (-1.147, 0.095, 0.056)
H (2.162, 0.353, 0.478)
H (1.308, -1.230, 1.127)
Cl (-1.553, 1.086, 1.348)
H (-0.706, 1.937, -1.218)
C (1.420, -0.535, 0.313)

=====

B | C2H4Cl2S | ωB97M-V/def2-TZVPD

The calculation puts the HOMO-LUMO gap at 10.43 eV. As for the charge: 0. As for the molecular weight: 131.0 g mol⁻¹. Its SMILES is CC(S)(Cl)Cl.

Geometry (Å):
H (1.690, 0.436, -0.656)
Cl (-0.079, 0.046, 2.245)
H (0.588, 1.811, -0.392)
H (-0.905, -2.100, 0.365)
H (0.043, 0.568, -1.451)
C (0.645, 0.795, -0.568)
C (-0.256, -0.126, 0.448)
S (0.223, -1.765, -0.114)
Cl (-1.948, 0.334, 0.122)

=====

The most stable of them is B.

=====

A | C4H10N4O | ωB97M-V/def2-TZVPD

The calculation puts the HOMO-LUMO gap at 9.34 eV. As for the charge: 0. As for the molecular weight: 130.2 g mol⁻¹. Its SMILES is [H]/N=C(/NO)N(N)C1CC1.

Geometry (Å):
C (-2.094, -0.735, 0.290)
C (-0.944, 0.339, 0.608)
H (-2.045, -1.459, -0.606)
H (0.715, -2.160, 0.442)
N (0.324, -0.250, -0.071)
N (2.499, 0.479, -0.428)
H (3.071, 1.320, 0.259)
N (1.014, 2.075, -0.063)
H (-2.809, 1.486, -0.061)
H (-0.760, 1.132, 1.541)
N (0.624, -1.680, -0.518)
H (2.747, -1.485, 0.102)
C (-2.051, 0.774, -0.465)
H (0.078, 2.468, -0.185)
H (-2.927, -0.990, 1.121)
C (1.177, 0.757, -0.074)
H (-1.409, 0.868, -1.421)
O (2.846, -0.652, 0.500)
H (-0.058, -2.286, -0.970)

=====

B | C4H10N4O | ωB97M-V/def2-TZVPD

The calculation puts the HOMO-LUMO gap at 7.10 eV. As for the charge: 0. As for the molecular weight: 130.2 g mol⁻¹.

Geometry (Å):
C (0.294, -1.140, 0.079)
H (1.981, -0.678, -1.083)
N (-2.103, 0.796, -0.427)
H (0.743, -0.969, 1.049)
H (-1.892, 0.722, -1.422)
H (-0.366, -3.106, 0.513)
H (1.056, 1.285, 1.239)
H (-0.926, -0.174, 2.246)
H (-0.426, -2.636, -1.269)
H (-2.087, 1.004, 1.988)
C (-1.135, 0.405, 0.298)
H (1.547, 2.617, 0.369)
N (1.004, -0.369, -0.965)
O (0.697, 1.791, -1.784)
H (0.534, -0.530, -1.857)
C (0.884, 1.158, -0.774)
N (-1.197, 0.619, 1.681)
N (1.494, 1.606, 0.381)
C (-0.102, -2.402, -0.262)

=====

C | C4H10N4O | ωB97M-V/def2-TZVPD

The calculation puts the HOMO-LUMO gap at 10.18 eV. As for the charge: 0. As for the molecular weight: 130.2 g mol⁻¹. Its SMILES is C/N=N/N(C)C(=O)NC.

Geometry (Å):
O (-0.700, 2.010, -0.228)
N (0.004, -0.198, -0.277)
N (-2.251, 0.289, -0.176)
H (4.135, 0.325, -0.443)
C (-0.935, 0.798, -0.217)
H (-1.872, -0.946, 1.586)
H (0.507, -1.817, -1.425)
C (-2.610, -0.716, 0.833)
H (-2.973, 1.026, -0.222)
H (-1.222, -1.704, -1.092)
H (-3.538, -0.350, 1.317)
H (-2.855, -1.679, 0.388)
N (2.193, -0.516, -0.008)
H (-0.159, -2.223, 0.177)
C (3.460, 0.138, 0.397)
H (3.338, 1.175, 0.747)
N (1.226, 0.243, 0.103)
H (3.984, -0.429, 1.173)
C (-0.238, -1.583, -0.660)

=====

D | C4H10N4O | ωB97M-V/def2-TZVPD

The calculation puts the HOMO-LUMO gap at 10.14 eV. As for the charge: 0. As for the molecular weight: 130.2 g mol⁻¹.

Geometry (Å):
H (2.136, 0.802, 0.756)
N (-2.318, 0.136, 0.002)
H (4.211, 0.428, 0.400)
C (-0.408, 1.600, -0.359)
H (-4.311, -0.887, -0.843)
N (2.121, 0.275, 0.082)
N (-0.199, 0.207, -0.134)
H (-1.030, 1.656, -1.255)
O (1.178, -1.671, -0.490)
H (0.501, 1.859, -0.756)
H (3.376, -1.061, -0.783)
N (-1.349, -0.625, -0.024)
H (3.095, -1.237, 0.937)
C (3.398, -0.364, 0.277)
C (1.011, -0.541, -0.179)
C (-3.543, -0.834, 0.216)
H (-3.976, -0.448, 1.249)
H (-3.307, -1.695, 0.162)
H (-0.584, 2.400, 0.744)

=====

The most stable of them is C.

=====

A | C4H8NOS | ωB97M-V/def2-TZVPD

The calculation puts the HOMO-LUMO gap (alpha / beta) at 8.06 / 8.06 eV. As for the charge: +1. As for the molecular weight: 118.2 g mol⁻¹.

Geometry (Å):
S (1.181, 1.138, 1.263)
H (2.866, -0.438, 1.438)
O (1.315, -2.493, -0.773)
H (1.386, -0.926, 2.532)
H (-0.032, 1.611, -1.050)
C (0.693, 0.911, -0.682)
H (-1.074, -1.419, -2.012)
H (-1.598, -1.141, -0.355)
C (1.764, -0.389, 1.658)
H (-0.082, 0.972, 1.747)
C (0.835, -1.465, -0.812)
H (-1.646, 0.158, -1.560)
C (-1.175, -0.752, -1.242)
N (0.223, -0.371, -0.984)
H (1.783, 1.061, -1.046)

=====

B | C4H8NOS | ωB97M-V/def2-TZVPD

The calculation puts the HOMO-LUMO gap at 8.78 eV. As for the charge: +1. As for the molecular weight: 118.2 g mol⁻¹.

Geometry (Å):
H (-0.069, 2.019, -0.443)
H (-2.532, -0.390, 1.866)
H (2.661, 0.319, 1.037)
O (1.808, 0.642, 0.762)
H (1.071, -1.353, -1.930)
H (-1.473, 1.590, 1.249)
C (-0.194, 0.902, -0.373)
H (2.375, -1.362, -0.694)
N (-1.229, 0.769, 0.622)
H (-0.680, -1.152, -0.573)
C (1.110, 0.175, -0.303)
C (-1.878, -0.318, 0.958)
H (-0.756, 0.744, -1.252)
C (1.511, -0.875, -1.021)
S (-1.725, -1.710, 0.098)

=====

C | C4H8NOS | ωB97M-V/def2-TZVPD

The calculation puts the HOMO-LUMO gap (alpha / beta) at 8.85 / 7.02 eV. As for the charge: +1. As for the molecular weight: 118.2 g mol⁻¹.

Geometry (Å):
H (1.285, 2.344, -1.481)
N (0.000, -0.138, -1.071)
C (-0.768, 0.702, 1.452)
S (2.198, 1.519, -0.757)
C (-0.590, -0.723, 1.196)
H (-0.518, 0.777, -0.826)
H (-0.017, -2.062, -0.351)
H (0.120, -0.307, -2.105)
H (1.801, -0.494, 0.086)
C (-0.728, -1.180, -0.358)
C (1.227, 0.219, -0.444)
O (-0.301, -1.543, 1.975)
H (-0.702, 0.889, 2.508)
H (-1.210, 1.313, 0.665)
H (-1.795, -1.316, -0.491)

=====

The most stable of them is B.

=====

A | C53H43AsBrF6N4O6PV | ωB97M-V/def2-TZVPD

The calculation puts the HOMO-LUMO gap (alpha / beta) at 7.82 / 6.57 eV. As for the charge: 0. As for the molecular weight: 1182.7 g mol⁻¹. Its spin multiplicity is 4.

Geometry (Å):
H (1.002, -1.852, -3.379)
H (-1.139, 0.945, -3.432)
C (-3.916, 1.499, 0.142)
C (-2.424, -1.616, -1.918)
C (-1.017, -3.575, 5.586)
C (1.626, -2.010, -4.258)
C (-1.479, 5.407, 4.332)
H (-0.164, -5.489, -0.382)
C (2.097, 1.611, -2.372)
C (-5.151, 1.715, -0.449)
C (-3.060, -0.166, 5.710)
H (-3.361, -0.691, 6.607)
H (-1.649, -4.331, 6.033)
C (-5.798, 2.931, -0.279)
C (-3.245, -1.585, -4.159)
C (-3.231, -2.170, -2.904)
C (3.157, 1.629, -3.256)
C (-2.286, 1.191, 3.401)
H (-6.766, 3.098, -0.733)
P (2.929, 1.345, 1.921)
C (-3.324, 2.492, 0.920)
H (-1.210, 0.525, 6.547)
H (1.552, -3.065, -4.536)
F (2.209, 2.210, 0.730)
H (0.441, 4.187, 1.211)
C (-3.964, 3.716, 1.068)
H (2.942, -2.065, -6.718)
C (0.248, 5.731, 2.692)
H (3.866, 0.812, -3.274)
H (-3.833, -3.044, -2.691)
C (-2.248, -2.352, -0.600)
H (2.263, -1.564, -1.045)
H (-2.464, 0.039, -5.340)
C (2.405, 3.758, -4.081)
F (3.524, 0.449, 3.097)
C (0.143, -2.828, -0.685)
C (-5.197, 3.932, 0.470)
C (1.105, -3.885, -1.016)
C (1.365, 3.757, -3.162)
C (1.190, 2.674, -2.293)
H (4.069, -4.275, -2.615)
H (-2.649, 3.623, 4.118)
C (5.178, -0.748, -4.710)
O (-0.030, 1.386, -0.710)
O (-0.242, -0.508, 1.979)
F (1.516, 1.491, 2.758)
C (-0.434, 6.163, 3.817)
F (3.462, 2.692, 2.582)
C (-3.879, -0.171, 4.592)
C (-3.496, 0.508, 3.443)
H (3.393, -6.629, -2.458)
C (-2.480, -0.452, -4.377)
H (5.819, -0.396, -5.511)
C (-1.833, 4.215, 3.723)
H (1.766, -1.728, 6.161)
Br (0.208, 5.251, -3.192)
C (3.395, -1.115, -6.433)
H (1.055, 6.324, 2.283)
H (6.667, -0.444, -3.197)
C (0.575, -1.640, 4.392)
O (0.469, -1.672, -0.476)
H (-5.607, 0.937, -1.048)
C (2.752, -5.860, -2.045)
H (-2.436, -3.363, 2.776)
H (4.135, 2.740, -4.810)
C (-0.862, -1.564, 2.412)
C (-0.097, 4.532, 2.083)
O (-1.131, -3.278, -0.726)
H (5.217, -1.317, -1.375)
C (0.757, -5.236, -0.888)
H (4.224, -0.912, -7.108)
C (-0.544, -2.134, 3.707)
H (-3.495, 4.506, 1.641)
H (-2.011, 5.744, 5.212)
H (-3.839, -2.010, -4.957)
V (-0.124, 0.527, 0.680)
N (-2.088, -1.486, 0.528)
C (3.132, -4.542, -2.144)
C (-1.136, 3.769, 2.600)
H (2.503, 4.588, -4.766)
F (4.237, 1.184, 1.021)
C (2.335, -3.518, -1.600)
C (3.882, -1.157, -5.008)
H (-0.154, 7.091, 4.299)
H (1.192, -0.895, 3.905)
H (1.954, 0.773, -1.704)
C (1.572, -6.223, -1.391)
H (1.220, -1.415, -5.074)
H (-0.520, 1.719, 4.506)
C (4.856, -1.261, -2.394)
C (3.054, -1.618, -3.979)
C (0.078, -3.063, 6.251)
C (0.113, 2.583, -1.255)
C (3.309, 2.710, -4.111)
O (-2.387, -3.705, 3.693)
C (-1.334, -3.139, 4.301)
H (1.292, -7.263, -1.299)
H (2.643, -0.335, -6.577)
H (-3.103, -3.025, -0.470)
C (-1.854, 0.520, 5.677)
C (0.893, -2.106, 5.647)
N (-1.706, -0.521, -2.118)
C (5.661, -0.779, -3.412)
C (-1.743, 0.051, -3.315)
O (-0.585, 3.503, -0.901)
H (-5.691, 4.888, 0.586)
H (0.299, -3.413, 7.251)
H (-4.823, -0.701, 4.613)
N (2.764, -2.216, -1.626)
C (3.567, -1.692, -2.678)
F (2.308, -0.039, 1.225)
H (-3.392, 0.559, 0.005)
As (-1.627, 2.072, 1.780)
C (-1.464, 1.186, 4.527)
N (-1.718, -2.155, 1.601)
H (-4.149, 0.518, 2.578)

=====

B | C53H43AsBrF6N4O6PV | ωB97M-V/def2-TZVPD

The calculation puts the HOMO-LUMO gap (alpha / beta) at 6.76 / 4.42 eV. As for the charge: 0. As for the molecular weight: 1182.7 g mol⁻¹. Its spin multiplicity is 4.

Geometry (Å):
C (-0.761, 1.752, -2.124)
O (-0.236, 1.745, -0.993)
C (4.330, 4.462, 2.255)
H (6.326, -1.525, 0.783)
C (0.504, -5.944, -2.983)
O (-3.064, 0.748, -0.838)
H (-1.491, -4.987, 2.316)
C (-0.872, 6.537, 1.314)
C (0.492, -5.800, -4.361)
H (6.066, -3.652, 2.028)
C (-1.357, -2.501, -4.782)
H (-1.108, -4.421, -6.882)
C (-4.748, -1.281, -1.644)
H (2.968, -0.244, 7.127)
Br (-2.648, 1.312, -4.469)
H (1.471, -2.439, 0.564)
N (-1.444, -2.969, -1.934)
H (-0.967, -2.325, -5.785)
O (-1.298, -0.625, -0.709)
H (2.269, -2.326, 3.471)
H (3.840, 4.583, 4.342)
C (-2.566, -0.356, -1.005)
N (-0.218, -1.513, 1.322)
C (-1.091, 4.190, -1.962)
F (3.057, -1.927, -1.044)
C (3.751, 4.004, 3.430)
F (4.043, -0.078, -1.931)
C (3.043, 2.807, 3.444)
C (4.454, -0.727, 1.443)
H (-1.543, 6.274, -1.825)
H (-0.333, 4.201, -1.186)
C (-3.041, 4.091, -3.967)
C (-0.766, -3.751, -4.170)
C (-5.045, -3.440, -2.593)
H (4.881, 5.396, 2.247)
H (2.589, 2.478, 4.364)
H (-2.898, -2.957, 2.712)
V (-0.069, 0.372, 0.393)
C (-2.786, 4.522, 1.328)
H (-1.111, -1.635, -4.166)
H (0.308, -5.478, -6.931)
H (-2.450, -2.554, -4.850)
C (-0.172, 0.228, 5.951)
C (-0.135, -4.715, -4.966)
C (2.163, -0.087, 6.418)
C (4.144, -3.115, 2.824)
H (-3.280, 6.185, -3.600)
C (1.428, 0.224, 4.137)
H (1.012, 4.014, 1.493)
O (0.858, 4.978, 1.533)
C (-0.107, -4.579, -6.473)
C (-2.805, -2.694, -2.011)
C (5.443, -1.700, 1.385)
F (2.021, 0.586, -2.757)
C (-1.433, 4.191, 1.475)
C (0.105, -3.867, 1.433)
N (-1.537, 0.651, 1.632)
H (-3.780, 4.048, -4.755)
C (-2.215, 6.843, 1.193)
C (4.182, 3.726, 1.087)
H (-0.865, -2.255, -1.532)
C (-0.466, 5.209, 1.445)
O (-0.795, 0.736, -2.923)
C (0.120, 0.340, 4.593)
C (3.155, -2.142, 2.881)
P (2.573, -0.687, -1.944)
C (-2.143, -0.377, 2.091)
H (0.744, -4.719, 1.234)
F (2.238, 0.166, -0.512)
C (3.304, -0.937, 2.194)
H (-0.184, -5.105, -1.114)
C (-1.437, -1.650, 1.889)
H (-3.093, -0.289, 2.603)
C (-0.152, -5.009, -2.195)
F (2.822, -1.489, -3.285)
C (-3.184, 5.837, 1.190)
H (-1.198, 0.320, 6.290)
H (1.014, -6.785, -2.527)
C (3.466, 2.534, 1.095)
C (2.450, 0.019, 5.066)
C (-5.597, -2.239, -2.150)
C (-3.685, -3.665, -2.524)
H (-5.132, -0.328, -1.300)
F (1.041, -1.239, -1.835)
H (4.019, -4.042, 3.371)
C (-1.912, -2.880, 2.264)
H (-0.680, 0.543, 3.903)
C (-1.128, -4.006, 2.034)
C (-1.404, 2.994, -2.589)
H (4.615, 4.080, 0.159)
H (-0.110, 7.309, 1.300)
H (-2.515, 7.882, 1.097)
C (-2.350, 2.954, -3.595)
O (0.192, 2.412, 1.370)
H (3.333, 1.994, 0.168)
C (0.848, 0.011, 6.864)
H (-3.506, 3.711, 1.319)
C (0.528, -2.597, 1.075)
C (-0.792, -3.930, -2.783)
C (2.909, 2.054, 2.283)
H (0.625, -0.072, 7.922)
C (-1.027, 2.780, 1.556)
H (-3.268, -4.607, -2.858)
C (-3.363, -1.480, -1.563)
C (-2.745, 5.286, -3.318)
H (0.992, -6.536, -4.985)
H (-5.691, -4.218, -2.987)
C (5.293, -2.894, 2.075)
H (-6.665, -2.060, -2.207)
H (3.473, -0.061, 4.731)
C (-1.768, 5.340, -2.327)
H (4.585, 0.187, 0.883)
N (-2.003, 1.910, 1.833)
As (1.872, 0.399, 2.246)
H (0.511, -3.731, -6.789)
H (-4.233, 6.082, 1.073)

=====

The most stable of them is B.

=====

A | C4H14N | ωB97M-V/def2-TZVPD

The calculation puts the HOMO-LUMO gap (alpha / beta) at 4.51 / 12.77 eV. As for the charge: 0. As for the molecular weight: 76.2 g mol⁻¹. Its spin multiplicity is 2.

Geometry (Å):
C (0.667, 2.291, 0.898)
N (-0.920, 0.565, 1.865)
H (1.191, 2.377, -0.038)
H (0.711, -1.624, -0.578)
H (-1.043, -1.477, -0.974)
C (0.198, 0.848, 0.984)
H (0.486, -0.673, -2.677)
H (1.421, 2.393, 1.704)
C (0.245, -1.667, -2.628)
H (-1.762, 1.012, 1.596)
H (-0.104, 0.590, -0.040)
H (-0.697, 0.861, 2.831)
C (-0.104, -1.975, -1.231)
H (1.074, -2.243, -2.837)
H (-0.568, -1.937, -3.289)
H (-1.088, -0.403, 1.975)
H (1.031, 0.171, 1.235)
H (-0.176, -3.092, -1.131)
H (-0.075, 3.107, 1.027)

=====

B | C4H14N | ωB97M-V/def2-TZVPD

The calculation puts the HOMO-LUMO gap (alpha / beta) at 4.70 / 12.86 eV. As for the charge: 0. As for the molecular weight: 76.2 g mol⁻¹. Its spin multiplicity is 2.

Geometry (Å):
N (1.128, -2.677, 0.367)
H (1.201, -0.696, 1.022)
C (-1.899, 1.856, -0.165)
H (1.368, -1.453, -1.906)
H (-2.142, 2.142, -1.184)
H (-1.997, 3.843, 0.712)
H (0.686, -3.097, 1.223)
C (1.254, -0.699, -1.133)
H (-1.157, 2.712, 1.698)
H (2.174, -2.756, 0.432)
H (-1.219, 1.001, -0.224)
H (0.807, -3.240, -0.452)
H (-2.797, 1.483, 0.325)
C (0.763, -1.247, 0.196)
C (-1.311, 2.996, 0.646)
H (-0.380, 3.384, 0.253)
H (0.518, -0.004, -1.536)
H (2.200, -0.168, -1.074)
H (-0.316, -1.183, 0.233)

=====

The most stable of them is B.